Entry 1:
{"formula": "C41H69Br2I2NOS", "method": "ωB97M-V/def2-TZVPD", "symbols": ["C", "C", "I", "C", "I", "C", "C", "C", "C", "C", "C", "N", "C", "C", "O", "Br", "C", "C", "C", "C", "C", "Br", "C", "S", "H", "H", "H", "H", "H", "H", "H", "H", "H", "H", "H", "H", "H", "C", "C", "C", "C", "C", "C", "H", "H", "H", "H", "H", "H", "H", "H", "H", "H", "H", "H", "H", "H", "C", "C", "C", "C", "C", "C", "H", "H", "H", "H", "H", "H", "H", "H", "H", "H", "H", "H", "H", "H", "C", "C", "C", "C", "C", "C", "H", "H", "H", "H", "H", "H", "H", "H", "H", "H", "H", "H", "H", "H", "C", "C", "C", "C", "C", "C", "H", "H", "H", "H", "H", "H", "H", "H", "H", "H", "H", "H", "H", "H"], "xyz": [[-5.445791, 5.134273, 1.413057], [-4.036425, 5.460845, 0.880889], [-3.535433, 7.503368, 1.474419], [-2.901821, 4.552691, 1.369540], [-2.886875, 4.371483, 3.534084], [-2.874882, 3.183415, 0.744134], [-3.970568, 2.596064, 0.149336], [-3.848287, 1.325967, -0.398537], [-2.646969, 0.671455, -0.361774], [-1.524601, 1.250168, 0.221290], [-1.662454, 2.507189, 0.771119], [-0.305233, 0.522973, 0.179264], [0.861484, 1.249448, 0.620328], [1.175260, 2.357634, -0.365075], [0.630439, 2.559684, -1.388428], [2.640370, 3.539829, 0.188357], [-0.412046, -0.807100, 0.672098], [0.402657, -1.330907, 1.656453], [0.279157, -2.642337, 2.063032], [-0.672095, -3.469724, 1.508426], [-1.523342, -2.947289, 0.558882], [-2.907780, -3.999655, -0.226819], [-1.397675, -1.635483, 0.137894], [-2.455783, -0.931500, -1.097307], [-6.107468, 4.956930, 0.562302], [-5.442101, 4.235460, 2.021820], [-5.876566, 5.967430, 1.954074], [-4.008631, 5.513339, -0.202540], [-1.964762, 5.058154, 1.155588], [-4.929629, 3.081261, 0.077491], [-4.714562, 0.880652, -0.867635], [-0.824685, 3.014503, 1.229881], [1.745092, 0.615469, 0.634219], [0.769693, 1.682487, 1.620496], [1.159541, -0.726753, 2.134349], [0.933126, -3.043566, 2.823573], [-0.752550, -4.498121, 1.827273], [-4.635402, 5.444679, 10.946637], [-5.799044, 5.713572, 9.996960], [-6.157560, 4.516220, 9.118562], [-5.045315, 4.053478, 8.176146], [-4.529766, 5.124573, 7.216945], [-5.593814, 5.647535, 6.256666], [-3.714303, 5.224900, 10.404803], [-4.443498, 6.312840, 11.578677], [-4.854580, 4.597592, 11.599953], [-5.570151, 6.582969, 9.374689], [-6.679390, 5.985234, 10.585337], [-7.051545, 4.758501, 8.537206], [-6.437641, 3.675873, 9.761680], [-5.416272, 3.204683, 7.592775], [-4.205795, 3.669123, 8.762379], [-3.710923, 4.696222, 6.631453], [-4.098645, 5.959553, 7.775752], [-6.013212, 4.833801, 5.660682], [-5.162524, 6.377373, 5.569420], [-6.411227, 6.137858, 6.787830], [1.048695, 8.760257, -5.100602], [1.511591, 8.031240, -3.842565], [1.387984, 6.511546, -3.938443], [-0.037616, 5.991795, -4.130145], [-1.025906, 6.414130, -3.044653], [-0.647320, 5.904792, -1.657598], [-0.010393, 8.589637, -5.299443], [1.193020, 9.836901, -4.999334], [1.615035, 8.427756, -5.973045], [0.952767, 8.401486, -2.978689], [2.559395, 8.280790, -3.655419], [1.821616, 6.062906, -3.040160], [2.000038, 6.158011, -4.774344], [-0.003417, 4.898675, -4.171280], [-0.418916, 6.316956, -5.102446], [-2.013765, 6.025881, -3.307559], [-1.124249, 7.503125, -3.022373], [-0.572699, 4.815923, -1.653410], [-1.400042, 6.195382, -0.920395], [0.309160, 6.311617, -1.325163], [4.606415, -7.202779, -1.279051], [4.792622, -5.940926, -0.442300], [3.475125, -5.300336, -0.009686], [2.581281, -4.826977, -1.158070], [3.226524, -3.819263, -2.105565], [3.621066, -2.513638, -1.420394], [4.089407, -6.993082, -2.216886], [5.572461, -7.643048, -1.530542], [4.029464, -7.951667, -0.732292], [5.398503, -5.219860, -0.997766], [5.365989, -6.191918, 0.454071], [3.691776, -4.459062, 0.655729], [2.910968, -6.020135, 0.592454], [1.676608, -4.386231, -0.725123], [2.243823, -5.693345, -1.734209], [2.516858, -3.594478, -2.905904], [4.101979, -4.260053, -2.590180], [2.749866, -2.043299, -0.956514], [4.038937, -1.808802, -2.140611], [4.372651, -2.674856, -0.645674], [4.089386, -12.384817, -4.886766], [4.795796, -11.538419, -5.941694], [5.723155, -10.478100, -5.350636], [5.029451, -9.430890, -4.478021], [3.911259, -8.652999, -5.169287], [4.388281, -7.835767, -6.366352], [3.436899, -11.780682, -4.254591], [3.471268, -13.151328, -5.356243], [4.813924, -12.887806, -4.242984], [4.052715, -11.069405, -6.592352], [5.388461, -12.195963, -6.583074], [6.256261, -9.979835, -6.165237], [6.491906, -10.974301, -4.749778], [5.783814, -8.722741, -4.120227], [4.623570, -9.911843, -3.583318], [3.459425, -7.976287, -4.438758], [3.115770, -9.333909, -5.484147], [5.162206, -7.125378, -6.067861], [3.563906, -7.268808, -6.801024], [4.798045, -8.472083, -7.152176]], "forces_ev_per_angstrom": [[0.0, 0.0, -0.8], [0.0, 0.3, 1.0], [0.0, -0.1, -0.3], [-0.2, 0.2, -0.3], [0.0, 0.0, -0.1], [0.0, 0.4, 0.2], [-0.1, -0.2, -0.2], [-0.5, 0.3, 0.0], [0.4, -0.9, -0.2], [-0.1, 0.1, -0.2], [0.4, 0.0, 0.1], [0.2, -0.1, 0.7], [0.1, 0.3, -0.2], [-0.2, 0.2, -0.3], [0.1, -0.1, 0.0], [-0.1, -0.2, 0.2], [-0.1, -0.2, -0.1], [0.6, 0.4, 0.4], [0.1, -0.3, 0.1], [-0.1, -0.4, 0.1], [-0.5, 0.0, -0.4], [0.4, -0.1, 0.3], [-0.4, 0.6, -0.5], [-0.1, 0.0, 0.0], [0.0, 0.0, 0.0], [0.0, 0.0, 0.2], [0.0, -0.1, 0.3], [0.1, -0.1, -0.1], [0.1, -0.1, 0.1], [0.0, 0.1, 0.1], [0.1, -0.2, 0.0], [0.1, 0.0, 0.1], [0.0, -0.2, -0.1], [0.1, 0.1, 0.1], [0.0, 0.1, 0.0], [0.1, 0.1, 0.0], [-0.1, 0.0, 0.0], [0.0, 0.1, 0.0], [0.0, -0.1, 0.1], [0.0, 0.0, 0.0], [0.0, 0.0, 0.0], [-0.1, -0.1, -0.1], [0.1, 0.1, 0.0], [0.0, 0.0, 0.0], [0.0, 0.0, 0.0], [0.0, 0.0, 0.0], [0.0, 0.0, 0.0], [0.0, 0.0, 0.0], [0.0, 0.0, 0.0], [0.0, 0.0, 0.0], [0.0, 0.0, 0.0], [0.0, 0.0, 0.0], [0.0, 0.0, 0.0], [0.0, 0.0, 0.0], [0.0, 0.0, 0.0], [0.0, 0.0, 0.0], [0.0, 0.0, 0.0], [0.0, 0.0, 0.1], [0.0, 0.0, -0.1], [0.0, 0.0, 0.1], [0.0, 0.0, -0.1], [0.0, -0.1, 0.0], [-0.1, 0.0, 0.0], [0.0, 0.0, 0.0], [0.0, 0.0, 0.0], [0.0, 0.0, 0.0], [0.0, 0.0, 0.0], [0.0, 0.0, 0.0], [0.0, 0.0, 0.0], [0.0, 0.0, 0.0], [0.0, 0.0, 0.0], [0.0, 0.0, 0.0], [0.0, 0.0, 0.0], [0.0, 0.0, 0.0], [0.0, 0.0, 0.0], [0.0, 0.0, 0.0], [0.0, 0.0, 0.0], [0.1, 0.1, 0.0], [-0.1, -0.1, 0.0], [0.0, 0.1, 0.0], [0.0, -0.1, 0.0], [-0.1, 0.1, 0.1], [0.1, 0.0, -0.1], [0.0, 0.0, 0.0], [0.0, 0.0, 0.0], [0.0, 0.0, 0.0], [0.0, 0.0, 0.0], [0.0, 0.0, 0.0], [0.0, 0.0, 0.0], [0.0, 0.0, 0.0], [0.0, 0.0, 0.0], [0.0, 0.0, 0.0], [0.0, 0.0, 0.0], [0.0, 0.0, 0.0], [0.0, 0.0, 0.0], [0.0, 0.0, 0.0], [0.0, 0.0, 0.0], [0.0, 0.0, -0.1], [0.0, -0.1, 0.1], [0.0, 0.0, 0.0], [0.0, 0.0, 0.1], [0.1, 0.1, 0.0], [-0.1, 0.0, 0.0], [0.0, 0.0, 0.0], [0.0, 0.0, 0.0], [0.0, 0.0, 0.0], [0.0, 0.0, 0.0], [0.0, 0.0, 0.0], [0.0, 0.0, 0.0], [0.0, 0.0, 0.0], [0.0, 0.0, 0.0], [0.0, 0.0, 0.0], [0.0, 0.0, 0.0], [0.0, 0.0, 0.0], [0.0, 0.0, 0.0], [0.0, 0.0, 0.0], [0.0, 0.0, 0.0]], "mulliken_charge": [-1.196, -0.611, 0.070, -0.927, 0.178, 0.066, -0.354, -1.213, 0.471, -0.370, 0.353, 0.257, -1.215, 0.506, -0.435, -0.194, 0.115, -0.422, -0.901, -0.490, 0.177, -0.202, 0.355, -0.309, 0.299, 0.427, 0.358, 0.669, 0.665, 0.378, 0.443, 0.478, 0.635, 0.583, 0.470, 0.420, 0.454, -1.189, -0.342, -0.723, -0.761, -0.019, -1.131, 0.282, 0.374, 0.294, 0.238, 0.376, 0.308, 0.384, 0.367, 0.322, 0.031, 0.213, 0.260, 0.342, 0.355, -1.225, -0.384, -0.611, -0.799, -0.525, -0.485, 0.288, 0.380, 0.296, 0.244, 0.387, 0.225, 0.427, 0.337, 0.348, 0.349, 0.306, 0.149, -0.041, 0.330, -0.806, -0.573, -0.677, -0.401, -0.410, -0.963, -0.012, 0.399, 0.308, 0.259, 0.377, 0.323, 0.375, 0.138, 0.316, 0.380, 0.244, 0.054, 0.417, 0.291, -1.176, -0.395, -0.881, -0.473, -0.251, -1.240, 0.274, 0.376, 0.294, 0.239, 0.374, 0.356, 0.375, 0.350, 0.349, 0.161, 0.282, 0.293, 0.392, 0.295], "spin_multiplicity": 1, "homo_ev": -8.334, "smiles": "C[C@@H](I)[C@@H](I)c1ccc2c(c1)N(CC(=O)Br)c1cccc(Br)c1S2.CCCCCC.CCCCCC.CCCCCC.CCCCCC", "gap_ev": 8.4}


Entry 2:
{"formula": "C7H23BrCuN7O4", "method": "ωB97M-V/def2-TZVPD", "symbols": ["Cu", "Br", "C", "O", "N", "N", "H", "H", "H", "H", "C", "O", "N", "N", "H", "H", "H", "H", "C", "O", "N", "N", "H", "H", "H", "H", "C", "C", "C", "O", "C", "N", "H", "H", "H", "H", "H", "H", "H", "H", "H", "H", "H"], "xyz": [[-0.047202, 0.909585, -0.716173], [-0.118383, 3.606963, -1.382258], [0.091417, 1.070845, 2.513168], [0.176944, 1.298723, 1.324081], [-0.521416, 0.060544, 3.074731], [0.604191, 1.861280, 3.423830], [-0.774078, 0.190082, 4.044004], [-1.023874, -0.700120, 2.639956], [1.097066, 2.691695, 3.127869], [0.416831, 1.768971, 4.411994], [3.258423, 0.908764, -0.143696], [2.139157, 1.006570, -0.647679], [4.324279, 0.334655, -0.648601], [3.520757, 1.241927, 1.033993], [4.496296, 0.163306, -1.628989], [5.150170, 0.296355, -0.068495], [4.444789, 1.087934, 1.411570], [2.786969, 1.605688, 1.625033], [1.197277, -2.227804, 0.160800], [0.716755, -1.168390, -0.222543], [2.258532, -2.749727, -0.386541], [0.549430, -2.905723, 1.083214], [2.585309, -2.368600, -1.262934], [2.672279, -3.627552, -0.106680], [0.730526, -3.877791, 1.289090], [-0.356586, -2.523772, 1.314187], [-2.444502, -1.689932, -1.771782], [-2.198759, -0.433268, -2.425988], [-2.779215, 0.849350, -1.792027], [-2.095501, 1.103610, -0.569750], [-2.940817, 1.728093, 0.424213], [-0.735572, -0.275486, -2.532289], [-2.010006, -2.525870, -2.319979], [-3.526357, -1.810002, -1.714483], [-2.135143, -1.564289, -0.734184], [-2.676388, -0.452045, -3.405584], [-3.861590, 0.725820, -1.755991], [-2.744675, 1.673217, -2.504875], [-3.911025, 2.068223, 0.062112], [-2.287393, 2.511983, 0.807163], [-3.077913, 0.947791, 1.172839], [-0.616288, 0.327712, -3.333547], [-0.334713, -1.139315, -2.868781]], "forces_ev_per_angstrom": [[1.2, 1.2, -0.4], [0.0, -1.5, 0.3], [-0.4, 0.3, -1.0], [0.3, 0.1, -0.9], [-2.2, -3.0, 1.7], [1.8, 2.7, 1.8], [0.1, -0.4, -0.1], [0.3, 0.6, -0.5], [-0.3, 0.0, 0.0], [0.2, 0.0, -0.3], [-2.9, -1.1, -3.4], [0.0, 0.3, -1.3], [3.0, -1.9, -3.0], [0.4, 2.5, 7.2], [-0.5, 0.2, 0.2], [-0.1, 0.0, -0.5], [-0.6, 0.4, 0.3], [0.2, -0.1, -0.1], [-1.7, 1.4, -0.8], [-0.4, 0.9, -0.4], [2.8, -1.4, -1.3], [-1.1, -1.6, 2.2], [0.0, 0.2, 0.4], [-0.3, 0.2, 0.0], [-0.1, 0.2, 0.0], [0.3, -0.3, 0.0], [-1.7, -0.9, 1.7], [0.4, 2.2, -1.4], [0.2, -1.1, -1.0], [-1.7, -0.2, -0.9], [1.5, -0.4, 0.6], [-0.2, 1.0, -0.8], [0.1, 0.0, 0.4], [-0.1, -0.5, -0.1], [0.5, -0.7, 0.1], [0.1, 0.0, -0.4], [-0.1, -0.3, 1.1], [0.9, 0.4, 0.1], [0.4, 0.1, -0.3], [-0.6, 0.3, 0.2], [-0.3, 0.2, 0.3], [0.5, 0.6, -0.1], [0.2, -0.3, 0.4]], "mulliken_charge": [0.539, -0.477, 0.634, -0.437, -0.334, -0.428, 0.179, 0.180, 0.263, 0.143, 0.649, -0.584, -0.405, -0.341, 0.256, 0.118, 0.145, 0.162, 0.614, -0.521, -0.418, -0.417, 0.240, 0.181, 0.205, 0.175, -1.343, 0.544, -0.869, 0.249, -0.872, -0.509, 0.428, 0.421, 0.059, 0.349, 0.534, 0.405, 0.399, 0.203, 0.220, 0.221, 0.243], "spin_multiplicity": 2, "de_lowest_kcal_mol": 53.5, "s_squared": 0.7577, "homo_ev": [-10.902, -10.777], "gap_ev": [8.6, 6.6], "charge": 1}


Entry 3:
{"formula": "C6H6MgO2", "method": "ωB97M-V/def2-TZVPD", "symbols": ["O", "C", "C", "C", "Mg", "H", "H", "H", "C", "O", "C", "C", "H", "H", "H"], "xyz": [[-1.764340, 0.890379, -0.908079], [-0.925060, 0.051065, -1.256536], [0.082204, -0.551868, -0.373172], [0.667139, -1.681652, -0.837979], [-3.309370, 0.988488, 0.265609], [-1.254261, -0.569947, -2.108931], [1.517029, -2.134091, -0.326443], [0.468624, -2.045831, -1.846934], [-1.222986, -0.399923, 2.042772], [-2.217219, 0.188262, 1.855273], [1.599359, 1.464721, 0.478687], [0.936901, 0.342184, 0.784172], [2.244204, 1.935960, 1.220851], [1.761128, 1.785057, -0.552445], [1.416647, -0.262806, 1.563155]], "forces_ev_per_angstrom": [[-1.4, 1.6, 0.9], [-0.4, -3.3, 1.2], [2.7, 2.8, 0.5], [0.5, 0.7, -0.5], [1.3, 0.1, -0.3], [0.8, 0.4, -0.4], [-0.4, -0.1, 0.1], [-0.3, -0.3, 0.3], [-2.0, 0.8, 0.3], [1.4, -0.8, -0.1], [0.2, -0.7, -0.6], [-0.2, -1.7, -2.0], [-0.1, -0.3, -0.1], [-0.8, 0.6, 0.3], [-1.2, 0.2, 0.4]], "mulliken_charge": [-0.628, 0.200, 0.531, -0.774, 1.492, 0.393, 0.322, 0.275, 0.414, -0.286, -0.741, -0.293, 0.302, 0.267, 0.527], "spin_multiplicity": 1, "de_lowest_kcal_mol": 89.7, "homo_ev": -16.813, "gap_ev": 5.6, "charge": 2}


Entry 4:
{"formula": "C13H16O", "method": "ωB97M-V/def2-TZVPD", "symbols": ["C", "C", "C", "C", "C", "C", "C", "C", "C", "C", "C", "C", "C", "O", "H", "H", "H", "H", "H", "H", "H", "H", "H", "H", "H", "H", "H", "H", "H", "H"], "xyz": [[-2.033567, 3.344644, 0.430228], [-1.802839, 2.052236, 0.943604], [-2.336656, 3.171634, -0.857991], [-1.619429, 1.185081, -0.097082], [1.663931, 0.282485, -2.286627], [1.860376, 0.671095, -1.160811], [2.240504, 0.810166, 0.199722], [1.964778, -0.369140, 1.155850], [0.528344, -0.651948, 1.495550], [-1.067902, -0.114895, -0.371031], [-0.193925, -0.902448, 0.141423], [-0.675008, -3.340228, -0.129226], [0.270052, -2.233535, -0.590876], [-1.998542, 1.878396, -1.195222], [-2.199235, 4.222353, 1.044449], [-1.561118, 1.987849, 1.932906], [-2.531737, 3.786567, -1.700295], [1.454485, 0.238278, -3.274438], [3.282261, 0.859637, 0.141156], [1.820883, 1.693452, 0.620144], [2.403462, -1.236581, 0.849485], [2.561053, -0.129823, 2.126156], [0.386661, -1.523719, 2.112383], [0.123726, 0.318268, 2.035092], [-1.559169, -0.601933, -1.212784], [-0.250016, -4.226268, -0.579261], [-1.624899, -3.306204, -0.577142], [-0.756304, -3.271287, 0.942089], [0.248004, -2.262270, -1.657303], [1.401824, -2.331862, -0.480148]], "forces_ev_per_angstrom": [[-1.9, 0.6, 0.8], [1.4, 0.0, -1.0], [1.5, -1.3, -0.9], [-0.5, 1.5, 1.1], [0.6, 1.3, 2.6], [-0.6, -1.4, -2.0], [-0.8, -1.0, 1.1], [0.7, 2.3, 2.9], [-1.3, 2.6, -1.1], [-3.0, 0.0, -2.0], [3.0, -2.1, 1.9], [2.3, -0.1, -0.2], [0.0, 1.6, 1.2], [-0.6, 0.2, -1.4], [0.1, -0.1, -0.3], [0.5, -1.0, 2.4], [-0.3, 0.4, -0.3], [-0.5, -0.4, -2.4], [1.9, 0.7, 0.3], [-0.2, 0.9, 0.4], [1.4, -2.3, -1.3], [-1.0, -0.2, -1.4], [0.1, -0.2, 0.5], [0.3, -2.1, -1.0], [0.1, 0.6, -0.6], [0.1, -1.0, 0.8], [-1.4, 0.8, -0.5], [-0.1, -0.8, 0.4], [-0.6, 1.0, -1.0], [-1.6, -0.5, 0.7]], "mulliken_charge": [-0.436, -0.487, -0.419, 0.278, 0.004, -0.561, -0.623, -0.931, -0.243, -0.545, 0.608, -1.323, -0.832, -0.354, 0.395, 0.476, 0.423, 0.513, 0.454, 0.238, 0.527, 0.349, 0.292, 0.060, 0.275, 0.406, 0.344, 0.348, 0.446, 0.318], "spin_multiplicity": 1, "de_lowest_kcal_mol": 58.3, "homo_ev": -7.962, "smiles": "C#CCCC/C(=C\\c1ccco1)CC", "gap_ev": 8.9}


no.,molar mass (g/mol)
1,1037.69
2,412.76
3,134.42
4,188.27